Record 1
ORCA calculation (the ωB97M-V functional and the def2-TZVPD basis) on a structure of composition C43H37ClIrN6O4S3 in a non-equilibrium geometry.

* lowest unoccupied orbital energy (alpha / beta): -6.02 / -7.04 eV
* total charge: +2
* ⟨S²⟩: 0.7578
* relative energy (zero: lowest compared OMol25 entry of this formula, charge and spin): 111.9 kJ/mol
* multiplicity: 2
* max |F|: 1.95 eV Å⁻¹

Element x y z (Å)
1 Ir -1.18 -1.66 -0.68
2 N 0.79 -1.38 -0.55
3 S 2.20 -1.07 -0.72
4 N 2.67 0.33 -0.02
5 S 1.65 1.10 0.85
6 N 0.60 1.90 0.05
7 S -0.92 1.64 -0.41
8 N -1.50 0.29 -0.53
9 C -1.87 2.57 0.78
10 C -1.46 3.84 1.18
11 C -2.20 4.50 2.15
12 C -3.34 3.92 2.68
13 C -3.75 2.66 2.25
14 C -3.00 1.97 1.31
15 C -1.00 2.55 -1.92
16 C -0.22 3.68 -2.13
17 C -0.42 4.42 -3.28
18 C -1.39 4.04 -4.20
19 C -2.15 2.89 -3.99
20 C -1.96 2.14 -2.84
21 C 2.59 2.32 1.72
22 C 3.82 2.74 1.23
23 C 4.52 3.70 1.94
24 C 4.00 4.21 3.12
25 C 2.78 3.77 3.60
26 C 2.06 2.82 2.90
27 C 1.01 0.07 2.16
28 C -0.22 0.35 2.75
29 C -0.60 -0.38 3.87
30 C 0.23 -1.37 4.37
31 C 1.47 -1.62 3.78
32 C 1.87 -0.89 2.68
33 C 3.25 -2.31 -0.01
34 C 2.66 -3.53 0.29
35 C 3.46 -4.54 0.81
36 C 4.81 -4.31 1.03
37 C 5.38 -3.07 0.73
38 C 4.60 -2.06 0.21
39 C 2.70 -0.86 -2.40
40 C 2.23 0.27 -3.07
41 C 2.50 0.40 -4.42
42 C 3.22 -0.59 -5.08
43 C 3.69 -1.70 -4.40
44 C 3.43 -1.85 -3.04
45 H -0.57 4.29 0.75
46 H -1.87 5.47 2.50
47 H -3.92 4.44 3.43
48 H -4.64 2.21 2.67
49 H -3.26 0.97 0.99
50 H 0.53 3.97 -1.41
51 H 0.17 5.31 -3.46
52 H -1.56 4.63 -5.09
53 H -2.90 2.60 -4.71
54 H -2.52 1.23 -2.66
55 H 4.20 2.32 0.31
56 H 5.48 4.04 1.57
57 H 4.56 4.95 3.67
58 H 2.39 4.16 4.53
59 H 1.11 2.47 3.27
60 H -0.86 1.11 2.34
61 H -1.56 -0.19 4.33
62 H -0.08 -1.94 5.24
63 H 2.12 -2.38 4.19
64 H 2.83 -1.05 2.22
65 H 1.61 -3.67 0.10
66 H 3.02 -5.50 1.04
67 H 5.43 -5.10 1.43
68 H 6.43 -2.91 0.91
69 H 5.02 -1.09 -0.02
70 H 1.67 1.02 -2.53
71 H 2.14 1.27 -4.95
72 H 3.40 -0.50 -6.14
73 H 4.27 -2.46 -4.92
74 H 3.79 -2.71 -2.50
75 C -4.93 0.08 -1.15
76 C -4.60 -1.37 -1.09
77 N -3.41 -1.94 -1.22
78 C -3.61 -3.29 -1.17
79 C -4.93 -3.56 -0.99
80 N -5.53 -2.33 -0.94
81 C -5.74 -4.77 -0.66
82 O -5.12 -5.92 -0.65
83 O -6.90 -4.60 -0.39
84 C -2.45 -4.18 -1.39
85 O -2.57 -5.38 -1.34
86 O -1.35 -3.52 -1.61
87 H -4.01 0.67 -1.13
88 H -5.56 0.36 -0.31
89 H -5.48 0.29 -2.07
90 H -6.53 -2.21 -0.82
91 H -4.17 -5.87 -0.92
92 Cl -0.79 -4.06 1.30
93 C -1.65 -2.56 1.28
94 H -1.33 -1.95 2.12
95 H -2.72 -2.74 1.27

Record 2
ORCA calculation (the ωB97M-V functional and the def2-TZVPD basis) on a cluster of 6 separate species, C43H37F5NO2 in total in a non-equilibrium geometry.

* lowest unoccupied orbital energy: -4.79 eV
* total charge: +1
* max |F|: 1.68 eV Å⁻¹

Element x y z (Å)
1 C -5.71 1.39 -5.35
2 C -4.84 0.63 -5.03
3 C -3.82 -0.26 -4.51
4 C -2.43 -0.16 -5.04
5 N -1.83 -1.27 -4.79
6 C -2.66 -2.29 -4.12
7 O -2.57 -2.34 -2.73
8 C -1.42 -1.78 -2.15
9 O -0.40 -2.38 -2.08
10 C -1.61 -0.41 -1.59
11 C -2.40 -0.20 -0.48
12 C -2.56 1.09 -0.01
13 C -1.95 2.15 -0.66
14 C -1.14 1.94 -1.76
15 C -0.97 0.66 -2.23
16 C -4.06 -1.78 -4.54
17 H -6.58 1.96 -5.56
18 H -3.67 0.04 -3.46
19 H -1.97 0.69 -5.52
20 H -0.85 -1.34 -5.06
21 H -2.41 -3.25 -4.57
22 H -2.87 -1.03 0.02
23 H -3.16 1.28 0.87
24 H -2.10 3.16 -0.31
25 H -0.65 2.75 -2.27
26 H -0.34 0.45 -3.08
27 H -4.12 -2.06 -5.60
28 H -4.85 -2.13 -3.90
29 F 1.20 1.98 1.22
30 C 1.66 0.74 1.47
31 C 2.33 0.50 2.65
32 C 2.81 -0.78 2.90
33 C 2.61 -1.80 1.97
34 C 1.93 -1.53 0.79
35 C 1.45 -0.25 0.54
36 H 2.49 1.30 3.36
37 H 3.33 -0.99 3.83
38 H 2.98 -2.79 2.17
39 H 1.77 -2.31 0.06
40 H 0.91 -0.02 -0.37
41 F 6.80 1.10 2.66
42 C 6.22 2.25 3.05
43 C 6.63 2.84 4.22
44 C 6.04 4.03 4.62
45 C 5.04 4.60 3.85
46 C 4.63 3.99 2.67
47 C 5.23 2.81 2.26
48 H 7.41 2.38 4.82
49 H 6.35 4.51 5.54
50 H 4.57 5.53 4.16
51 H 3.85 4.43 2.06
52 H 4.94 2.32 1.34
53 F 8.16 1.49 6.45
54 C 8.62 0.24 6.68
55 C 9.29 -0.02 7.86
56 C 9.76 -1.30 8.09
57 C 9.55 -2.30 7.15
58 C 8.87 -2.02 5.97
59 C 8.40 -0.74 5.73
60 H 9.45 0.78 8.57
61 H 10.29 -1.53 9.01
62 H 9.92 -3.30 7.33
63 H 8.72 -2.79 5.23
64 H 7.86 -0.50 4.82
65 F -4.32 -0.56 1.83
66 C -4.14 -0.53 3.17
67 C -3.36 -1.51 3.76
68 C -3.17 -1.47 5.13
69 C -3.77 -0.48 5.89
70 C -4.56 0.49 5.28
71 C -4.74 0.47 3.91
72 H -2.91 -2.28 3.15
73 H -2.56 -2.22 5.61
74 H -3.63 -0.46 6.96
75 H -5.03 1.26 5.87
76 H -5.35 1.22 3.41
77 F -7.79 0.63 -7.59
78 C -7.25 -0.20 -8.52
79 C -7.56 -0.02 -9.85
80 C -7.01 -0.87 -10.79
81 C -6.16 -1.89 -10.39
82 C -5.86 -2.06 -9.05
83 C -6.40 -1.21 -8.10
84 H -8.24 0.78 -10.13
85 H -7.24 -0.73 -11.84
86 H -5.73 -2.55 -11.13
87 H -5.20 -2.86 -8.74
88 H -6.18 -1.32 -7.04

Record 3
ORCA calculation (the ωB97M-V functional and the def2-TZVPD basis) on a structure of composition C43H38ClN2O6P2SY in a non-equilibrium geometry.

* lowest unoccupied orbital energy: -1.54 eV
* total charge: 0
* relative energy (zero: lowest compared OMol25 entry of this formula, charge and spin): 207.9 kJ/mol
* max |F|: 3.36 eV Å⁻¹

Element x y z (Å)
1 Y -1.33 0.68 0.54
2 C -1.14 -5.07 -6.39
3 C -0.56 -3.86 -6.83
4 C -1.21 -2.77 -6.24
5 C -2.25 -3.30 -5.42
6 C -2.20 -4.67 -5.51
7 H -0.73 -6.06 -6.42
8 H 0.42 -3.84 -7.30
9 H -0.87 -1.73 -6.21
10 H -3.03 -2.67 -5.07
11 H -2.96 -5.36 -5.13
12 O 0.38 1.88 -0.36
13 P 1.92 1.76 -0.28
14 C 2.72 0.16 0.14
15 P 1.65 -1.33 0.55
16 O 0.16 -0.88 0.48
17 C 2.11 -2.01 2.11
18 C 3.42 -1.92 2.68
19 C 3.58 -2.10 4.02
20 C 2.44 -2.36 4.86
21 C 1.21 -2.57 4.30
22 C 1.07 -2.49 2.92
23 C 1.94 -2.51 -0.76
24 C 0.91 -2.84 -1.61
25 C 1.02 -4.01 -2.37
26 C 2.24 -4.69 -2.47
27 C 3.32 -4.26 -1.72
28 C 3.17 -3.23 -0.79
29 C 2.69 2.90 0.89
30 C 2.03 4.08 1.26
31 C 2.73 5.18 1.74
32 C 4.11 5.08 1.91
33 C 4.80 3.92 1.58
34 C 4.08 2.81 1.13
35 C 2.66 2.45 -1.74
36 C 4.07 2.52 -1.88
37 C 4.64 3.07 -2.99
38 C 3.85 3.79 -3.92
39 C 2.48 3.63 -3.86
40 C 1.89 2.90 -2.83
41 H 3.38 0.32 0.98
42 H 3.29 -0.10 -0.75
43 H 4.35 -1.87 2.10
44 H 4.59 -2.27 4.48
45 H 2.55 -2.26 5.94
46 H 0.30 -2.77 4.88
47 H 0.12 -2.70 2.45
48 H -0.08 -2.35 -1.51
49 H 0.14 -4.41 -2.91
50 H 2.28 -5.51 -3.17
51 H 4.28 -4.73 -1.90
52 H 3.99 -3.01 -0.08
53 H 0.91 4.06 1.30
54 H 2.26 6.11 2.09
55 H 4.63 5.99 2.32
56 H 5.85 3.92 1.67
57 H 4.70 1.94 0.93
58 H 4.70 2.04 -1.15
59 H 5.70 3.00 -3.15
60 H 4.26 4.58 -4.61
61 H 1.80 4.10 -4.64
62 H 0.80 2.93 -2.69
63 C -3.58 -0.68 1.09
64 C -3.70 -1.23 2.46
65 C -3.33 -2.60 2.64
66 C -3.43 -3.14 3.93
67 C -3.80 -2.33 4.95
68 C -3.98 -0.92 4.85
69 C -4.06 -0.41 3.54
70 C -3.91 -2.92 6.26
71 N -3.95 -3.49 7.29
72 H -4.02 0.26 0.75
73 H -3.51 -1.46 0.36
74 H -2.70 -3.02 1.83
75 H -3.25 -4.23 4.13
76 H -4.09 -0.30 5.74
77 H -4.47 0.54 3.31
78 S -2.32 1.76 -1.77
79 C -3.81 2.46 -1.28
80 N -5.02 2.00 -1.78
81 C -6.19 2.69 -1.70
82 C -6.26 3.90 -1.04
83 C -5.13 4.30 -0.37
84 C -3.90 3.67 -0.51
85 H -5.09 1.03 -2.20
86 H -7.03 2.28 -2.21
87 H -7.17 4.44 -1.15
88 H -5.18 5.20 0.24
89 H -2.96 4.07 -0.11
90 O -1.73 1.67 4.35
91 Cl -1.29 2.20 3.09
92 O -0.83 3.55 3.13
93 O -0.18 1.33 2.52
94 O -2.34 2.06 2.06

Record 4
ORCA calculation (the ωB97M-V functional and the def2-TZVPD basis) on a structure of composition C43H38N7RuSe3.

* lowest unoccupied orbital energy (alpha / beta): -0.65 / -1.02 eV
* total charge: 0
* ⟨S²⟩: 0.7575
* relative energy (zero: lowest compared OMol25 entry of this formula, charge and spin): 23.5 kJ/mol
* multiplicity: 2
* max |F|: 0.61 eV Å⁻¹

Element x y z (Å)
1 Ru 1.11 0.56 -0.05
2 Se 2.01 2.36 -3.03
3 Se 3.49 0.53 -1.25
4 C 2.54 -0.71 -2.31
5 C 3.12 -1.58 -3.22
6 C 2.31 -2.44 -3.93
7 C 0.94 -2.44 -3.67
8 C 0.45 -1.57 -2.71
9 N 1.22 -0.69 -2.07
10 C 1.66 3.32 -1.45
11 C 1.86 4.70 -1.47
12 C 1.63 5.46 -0.34
13 C 1.23 4.81 0.81
14 C 1.06 3.44 0.76
15 N 1.25 2.68 -0.33
16 H 4.19 -1.55 -3.37
17 H 2.73 -3.11 -4.67
18 H 0.26 -3.10 -4.19
19 H -0.59 -1.57 -2.46
20 H 2.20 5.15 -2.39
21 H 1.78 6.53 -0.36
22 H 1.02 5.33 1.73
23 H 0.72 2.91 1.63
24 N 4.93 -0.01 6.25
25 C 4.27 0.19 5.33
26 C 3.45 0.43 4.17
27 C 2.18 -0.12 4.08
28 C 1.44 0.10 2.94
29 N 1.88 0.83 1.91
30 C 3.09 1.40 2.03
31 C 3.91 1.23 3.13
32 H 1.78 -0.74 4.87
33 H 0.45 -0.31 2.83
34 H 3.40 2.03 1.21
35 H 4.88 1.70 3.16
36 C -1.65 2.39 -1.34
37 C -2.08 1.12 -0.59
38 C -3.48 1.38 0.00
39 C -0.99 0.71 0.47
40 C -2.34 -0.02 -1.58
41 C -2.73 -1.28 -1.12
42 C -3.08 -2.31 -1.98
43 C -3.07 -2.09 -3.36
44 C -2.71 -0.84 -3.84
45 C -2.35 0.18 -2.96
46 H -1.35 3.16 -0.63
47 H -2.47 2.78 -1.95
48 H -0.79 2.20 -1.98
49 H -3.50 2.25 0.65
50 H -3.83 0.53 0.59
51 H -4.18 1.55 -0.82
52 H -1.27 -0.29 0.80
53 H -2.80 -1.46 -0.05
54 H -3.38 -3.27 -1.59
55 H -3.35 -2.88 -4.04
56 H -2.70 -0.65 -4.90
57 H -2.05 1.13 -3.37
58 C 2.50 -3.28 1.49
59 C 2.38 -2.06 0.86
60 N 1.20 -1.56 0.44
61 C 0.14 -2.35 0.56
62 C 0.15 -3.58 1.21
63 C 1.36 -4.04 1.71
64 C -1.13 -4.29 1.40
65 C -1.87 -4.86 0.46
66 C -1.55 -5.05 -0.96
67 C -0.25 -5.07 -1.46
68 C -0.11 -5.37 -2.81
69 N -1.14 -5.60 -3.61
70 C -2.34 -5.53 -3.03
71 N -2.60 -5.29 -1.76
72 H 3.47 -3.61 1.82
73 H 3.24 -1.42 0.69
74 H -0.78 -1.99 0.13
75 H 1.41 -4.98 2.24
76 H -1.50 -4.31 2.43
77 H -2.84 -5.27 0.74
78 H 0.61 -4.88 -0.84
79 H 0.88 -5.45 -3.25
80 H -3.20 -5.70 -3.68
81 Se -1.49 1.43 2.31
82 C -1.37 3.34 2.57
83 C -0.77 3.73 3.77
84 C -0.71 5.07 4.13
85 C -1.23 6.05 3.29
86 C -1.83 5.67 2.10
87 C -1.91 4.33 1.75
88 H -0.35 2.98 4.42
89 H -0.24 5.35 5.07
90 H -1.17 7.09 3.57
91 H -2.24 6.42 1.44
92 H -2.40 4.07 0.82

Record 5
ORCA calculation (the ωB97M-V functional and the def2-TZVPD basis) on a cluster of 7 separate species, C43H40BrNO15S in total.

* lowest unoccupied orbital energy: -1.67 eV
* total charge: 0
* max |F|: 0.77 eV Å⁻¹

Element x y z (Å)
1 C -4.24 -3.34 2.13
2 C -3.42 -3.54 0.88
3 Br -4.60 -4.17 -0.55
4 C -2.65 -2.29 0.37
5 N -2.47 -1.27 1.39
6 C -1.09 -0.87 1.64
7 C -1.08 0.51 2.26
8 O 0.21 0.76 2.83
9 C 0.21 1.45 4.03
10 S -0.30 3.17 3.82
11 C -0.11 3.87 5.42
12 O -1.70 3.24 3.48
13 O 0.65 3.78 2.92
14 H -4.95 -2.52 2.03
15 H -3.59 -3.14 2.99
16 H -4.82 -4.24 2.35
17 H -2.70 -4.33 1.06
18 H -1.68 -2.63 0.03
19 H -3.17 -1.89 -0.50
20 H -3.03 -0.46 1.18
21 H -0.49 -0.87 0.72
22 H -0.63 -1.57 2.34
23 H -1.86 0.59 3.01
24 H -1.28 1.28 1.50
25 H -0.39 0.97 4.80
26 H 1.24 1.51 4.38
27 H -0.54 4.87 5.33
28 H 0.94 3.92 5.69
29 H -0.68 3.30 6.15
30 O -1.81 10.78 2.69
31 C -1.57 9.89 3.48
32 C -1.99 8.49 3.22
33 C -1.73 7.52 4.08
34 C -1.00 7.80 5.35
35 O -0.76 6.91 6.14
36 C -0.58 9.19 5.61
37 C -0.84 10.17 4.74
38 H -2.51 8.32 2.28
39 H -2.02 6.49 3.91
40 H -0.05 9.37 6.54
41 H -0.55 11.19 4.91
42 O -6.47 -1.06 -6.58
43 C -5.84 -0.86 -5.56
44 C -6.06 -1.69 -4.35
45 C -5.37 -1.47 -3.23
46 C -4.36 -0.38 -3.15
47 O -3.74 -0.17 -2.13
48 C -4.13 0.44 -4.37
49 C -4.82 0.22 -5.49
50 H -6.80 -2.47 -4.43
51 H -5.50 -2.05 -2.33
52 H -3.39 1.22 -4.29
53 H -4.68 0.81 -6.38
54 O 5.80 0.21 1.50
55 C 4.81 -0.06 0.86
56 C 4.87 -0.99 -0.30
57 C 3.78 -1.28 -1.00
58 C 2.46 -0.69 -0.66
59 O 1.46 -0.96 -1.29
60 C 2.40 0.24 0.49
61 C 3.49 0.53 1.20
62 H 5.84 -1.41 -0.53
63 H 3.80 -1.96 -1.85
64 H 1.44 0.67 0.72
65 H 3.47 1.21 2.04
66 O 12.46 -0.45 2.55
67 C 11.47 -0.71 1.91
68 C 11.51 -1.65 0.76
69 C 10.42 -1.94 0.06
70 C 9.11 -1.33 0.41
71 O 8.11 -1.60 -0.23
72 C 9.05 -0.40 1.56
73 C 10.15 -0.12 2.26
74 H 12.48 -2.07 0.53
75 H 10.43 -2.61 -0.79
76 H 8.08 0.02 1.79
77 H 10.14 0.56 3.10
78 O -9.21 -2.92 -4.51
79 C -9.77 -1.91 -4.90
80 C -9.85 -1.58 -6.34
81 C -10.46 -0.47 -6.76
82 C -11.10 0.46 -5.80
83 O -11.66 1.47 -6.18
84 C -11.03 0.12 -4.36
85 C -10.41 -0.98 -3.94
86 H -9.37 -2.27 -7.02
87 H -10.52 -0.20 -7.81
88 H -11.50 0.82 -3.68
89 H -10.35 -1.25 -2.89
90 O 5.74 -3.48 -2.70
91 C 6.28 -4.53 -2.44
92 C 5.85 -5.80 -3.07
93 C 6.44 -6.95 -2.76
94 C 7.55 -7.02 -1.77
95 O 8.08 -8.07 -1.49
96 C 7.98 -5.74 -1.14
97 C 7.40 -4.58 -1.45
98 H 5.04 -5.73 -3.78
99 H 6.14 -7.90 -3.20
100 H 8.78 -5.81 -0.42
101 H 7.69 -3.64 -1.01

What did the first record say?
ORCA calculation (the ωB97M-V functional and the def2-TZVPD basis) on a structure of composition C43H37ClIrN6O4S3 in a non-equilibrium geometry.

* lowest unoccupied orbital energy (alpha / beta): -6.02 / -7.04 eV
* total charge: +2
* ⟨S²⟩: 0.7578
* relative energy (zero: lowest compared OMol25 entry of this formula, charge and spin): 111.9 kJ/mol
* multiplicity: 2
* max |F|: 1.95 eV Å⁻¹

Element x y z (Å)
1 Ir -1.18 -1.66 -0.68
2 N 0.79 -1.38 -0.55
3 S 2.20 -1.07 -0.72
4 N 2.67 0.33 -0.02
5 S 1.65 1.10 0.85
6 N 0.60 1.90 0.05
7 S -0.92 1.64 -0.41
8 N -1.50 0.29 -0.53
9 C -1.87 2.57 0.78
10 C -1.46 3.84 1.18
11 C -2.20 4.50 2.15
12 C -3.34 3.92 2.68
13 C -3.75 2.66 2.25
14 C -3.00 1.97 1.31
15 C -1.00 2.55 -1.92
16 C -0.22 3.68 -2.13
17 C -0.42 4.42 -3.28
18 C -1.39 4.04 -4.20
19 C -2.15 2.89 -3.99
20 C -1.96 2.14 -2.84
21 C 2.59 2.32 1.72
22 C 3.82 2.74 1.23
23 C 4.52 3.70 1.94
24 C 4.00 4.21 3.12
25 C 2.78 3.77 3.60
26 C 2.06 2.82 2.90
27 C 1.01 0.07 2.16
28 C -0.22 0.35 2.75
29 C -0.60 -0.38 3.87
30 C 0.23 -1.37 4.37
31 C 1.47 -1.62 3.78
32 C 1.87 -0.89 2.68
33 C 3.25 -2.31 -0.01
34 C 2.66 -3.53 0.29
35 C 3.46 -4.54 0.81
36 C 4.81 -4.31 1.03
37 C 5.38 -3.07 0.73
38 C 4.60 -2.06 0.21
39 C 2.70 -0.86 -2.40
40 C 2.23 0.27 -3.07
41 C 2.50 0.40 -4.42
42 C 3.22 -0.59 -5.08
43 C 3.69 -1.70 -4.40
44 C 3.43 -1.85 -3.04
45 H -0.57 4.29 0.75
46 H -1.87 5.47 2.50
47 H -3.92 4.44 3.43
48 H -4.64 2.21 2.67
49 H -3.26 0.97 0.99
50 H 0.53 3.97 -1.41
51 H 0.17 5.31 -3.46
52 H -1.56 4.63 -5.09
53 H -2.90 2.60 -4.71
54 H -2.52 1.23 -2.66
55 H 4.20 2.32 0.31
56 H 5.48 4.04 1.57
57 H 4.56 4.95 3.67
58 H 2.39 4.16 4.53
59 H 1.11 2.47 3.27
60 H -0.86 1.11 2.34
61 H -1.56 -0.19 4.33
62 H -0.08 -1.94 5.24
63 H 2.12 -2.38 4.19
64 H 2.83 -1.05 2.22
65 H 1.61 -3.67 0.10
66 H 3.02 -5.50 1.04
67 H 5.43 -5.10 1.43
68 H 6.43 -2.91 0.91
69 H 5.02 -1.09 -0.02
70 H 1.67 1.02 -2.53
71 H 2.14 1.27 -4.95
72 H 3.40 -0.50 -6.14
73 H 4.27 -2.46 -4.92
74 H 3.79 -2.71 -2.50
75 C -4.93 0.08 -1.15
76 C -4.60 -1.37 -1.09
77 N -3.41 -1.94 -1.22
78 C -3.61 -3.29 -1.17
79 C -4.93 -3.56 -0.99
80 N -5.53 -2.33 -0.94
81 C -5.74 -4.77 -0.66
82 O -5.12 -5.92 -0.65
83 O -6.90 -4.60 -0.39
84 C -2.45 -4.18 -1.39
85 O -2.57 -5.38 -1.34
86 O -1.35 -3.52 -1.61
87 H -4.01 0.67 -1.13
88 H -5.56 0.36 -0.31
89 H -5.48 0.29 -2.07
90 H -6.53 -2.21 -0.82
91 H -4.17 -5.87 -0.92
92 Cl -0.79 -4.06 1.30
93 C -1.65 -2.56 1.28
94 H -1.33 -1.95 2.12
95 H -2.72 -2.74 1.27